No. 1
C32H63N5O13 | wB97M-V/def2-TZVPD

Structure (ORCA input):
```
! RIJCOSX wB97M-V def2-TZVPD def2/J DEFGRID3
* xyz 0 1
O -4.844 -5.530 0.661
C -4.014 -4.923 0.032
C -3.327 -3.741 0.540
C -2.324 -3.177 -0.128
O -1.710 -2.086 0.259
C -1.814 -3.743 -1.431
O -0.782 -3.301 -1.868
C -2.556 -4.846 -2.014
C -3.602 -5.366 -1.366
O -4.473 -6.223 -1.901
H -3.589 -3.340 1.513
H -0.964 -1.890 -0.348
H -2.315 -5.161 -3.023
H -4.289 -6.374 -2.836
O 6.116 -2.385 3.327
C 4.928 -2.254 3.055
C 4.131 -1.058 3.248
C 2.815 -1.033 2.986
O 2.181 0.099 2.983
C 2.044 -2.289 2.602
O 0.830 -2.294 2.557
C 2.866 -3.448 2.285
C 4.190 -3.438 2.469
O 4.931 -4.515 2.224
H 4.568 -0.101 3.509
H 1.188 0.030 2.820
H 2.368 -4.366 1.996
H 5.808 -4.409 2.626
C 3.554 3.227 1.268
O 2.826 4.122 0.494
C 3.174 4.109 -0.872
C 2.124 4.873 -1.675
C 2.141 4.390 -3.134
N 2.456 6.308 -1.715
H 3.548 3.553 2.310
H 4.631 3.258 1.027
H 3.190 2.199 1.197
H 4.176 4.546 -0.999
H 3.284 3.060 -1.213
H 1.156 4.774 -1.184
H 1.987 3.320 -3.265
H 3.123 4.678 -3.514
H 1.363 4.924 -3.680
H 2.789 6.624 -0.808
H 3.210 6.516 -2.359
C -1.591 0.604 -3.082
O -2.129 1.899 -3.179
C -1.765 2.684 -2.097
C -1.924 4.156 -2.431
C -1.951 5.028 -1.174
N -3.120 4.461 -3.245
H -2.041 -0.016 -3.853
H -1.818 0.169 -2.101
H -0.505 0.620 -3.230
H -2.340 2.463 -1.178
H -0.704 2.566 -1.821
H -1.028 4.465 -2.978
H -1.456 5.976 -1.370
H -1.385 4.533 -0.382
H -2.967 5.189 -0.818
H -3.927 4.099 -2.729
H -3.109 3.814 -4.039
C -3.836 -1.158 3.916
O -4.687 -1.459 5.002
C -5.436 -0.359 5.471
C -6.477 0.166 4.512
C -7.023 1.512 4.949
N -7.572 -0.818 4.384
H -4.418 -1.101 2.994
H -3.107 -1.969 3.867
H -3.246 -0.245 4.080
H -5.876 -0.637 6.433
H -4.744 0.460 5.752
H -5.965 0.317 3.547
H -6.254 2.280 4.904
H -7.443 1.448 5.956
H -7.855 1.786 4.297
H -7.199 -1.657 3.940
H -8.237 -0.469 3.695
C 6.038 -3.096 -1.631
O 5.418 -3.168 -2.899
C 4.203 -2.443 -2.931
C 3.754 -2.341 -4.359
C 2.447 -1.535 -4.421
N 3.534 -3.653 -5.015
H 6.779 -3.899 -1.592
H 5.310 -3.321 -0.846
H 6.565 -2.146 -1.528
H 3.493 -2.970 -2.278
H 4.369 -1.423 -2.549
H 4.514 -1.812 -4.935
H 1.727 -1.929 -3.697
H 2.051 -1.551 -5.430
H 2.615 -0.506 -4.082
H 2.923 -4.215 -4.423
H 4.431 -4.141 -4.988
C 1.830 -1.077 -0.771
O 0.587 -0.565 -0.386
C 0.674 0.763 0.097
C -0.490 1.035 1.006
C -0.472 2.482 1.496
N -0.434 0.145 2.189
H 2.544 -1.277 0.040
H 2.307 -0.461 -1.546
H 1.676 -2.054 -1.241
H 1.539 0.929 0.748
H 0.708 1.391 -0.795
H -1.476 0.852 0.556
H -0.384 3.181 0.672
H 0.317 2.676 2.224
H -1.426 2.635 2.009
H -0.325 -0.840 1.948
H -1.297 0.214 2.713
*
```

Output
Kohn-Sham gap: 7.99 eV
E: -2508.87469 a.u.
E_LUMO: -1.474 eV



No. 2
C6H9N2O2S3 | wB97M-V/def2-TZVPD

Structure (ORCA input):
```
! RIJCOSX wB97M-V def2-TZVPD def2/J DEFGRID3
* xyz 1 1
C -3.613 1.175 -0.231
S -2.839 -0.451 -0.426
C -1.165 -0.169 0.018
C -0.325 -1.211 -0.374
N 0.895 -1.658 0.142
C 1.912 -1.008 0.713
N 3.011 -1.662 1.102
O 1.804 0.239 1.118
S 0.843 1.383 0.240
O 1.356 2.639 0.640
C 1.223 0.771 -1.430
S 2.642 0.061 -1.712
C -0.754 1.020 0.610
H -3.004 1.928 -0.719
H -3.756 1.398 0.821
H -4.579 1.104 -0.723
H -0.779 -1.958 -1.006
H 1.086 -2.623 -0.104
H 3.221 -2.598 0.795
H 3.730 -1.146 1.585
H 0.451 1.007 -2.140
H -1.359 1.760 1.081
*
```

Output
Kohn-Sham gap (alpha / beta): 6.41 / 6.41 eV
E: -1688.20464 a.u.
E_LUMO (alpha / beta): -5.259 / -5.258 eV
ΔE to the lowest compared entry with this formula, charge and spin: 128.4 kJ/mol



No. 3
C48H52AsBrN2O6ScSi | wB97M-V/def2-TZVPD

Structure (ORCA input):
```
! RIJCOSX wB97M-V def2-TZVPD def2/J DEFGRID3
* xyz -1 1
Sc -0.732 -0.319 -0.010
Br 1.362 1.612 7.334
C 0.749 1.393 5.542
C -0.616 1.508 5.262
C -1.067 1.357 3.974
C -0.185 1.059 2.899
O -0.629 0.948 1.707
C 1.200 0.944 3.221
C 2.183 0.666 2.197
N 1.875 0.269 1.024
C 2.856 0.014 0.068
C 4.143 -0.394 0.321
C 5.062 -0.594 -0.732
C 4.693 -0.390 -2.029
C 3.359 -0.016 -2.332
C 2.895 0.176 -3.657
C 1.590 0.491 -3.873
C 0.720 0.588 -2.760
N 1.123 0.426 -1.526
C 2.433 0.153 -1.290
C 1.644 1.130 4.534
H -1.313 1.715 6.063
H -2.121 1.444 3.741
H 3.232 0.834 2.482
H 4.457 -0.567 1.342
H 6.073 -0.906 -0.498
H 5.400 -0.525 -2.839
H 3.590 0.063 -4.481
H 1.196 0.642 -4.868
H -0.338 0.789 -2.888
H 2.704 1.054 4.750
C 1.892 -3.460 2.069
As 0.759 -3.415 0.522
C 1.699 -4.462 -0.790
C -0.919 -4.316 0.747
O 0.667 -1.901 -0.153
H 1.534 -4.214 2.767
H 1.818 -2.482 2.536
H 2.912 -3.677 1.749
H 1.893 -5.471 -0.424
H 2.637 -3.956 -1.016
H 1.087 -4.500 -1.690
H -0.904 -5.236 0.162
H -1.678 -3.635 0.353
H -1.094 -4.515 1.801
C -4.259 1.775 0.969
C -4.395 1.809 -0.559
C -5.481 2.816 -0.939
C -4.791 0.398 -1.007
Si -2.702 2.307 -1.260
O -1.568 1.229 -0.946
C -2.725 2.620 -3.135
C -1.605 3.264 -3.674
C -1.447 3.443 -5.040
C -2.421 2.983 -5.914
C -3.544 2.347 -5.408
C -3.688 2.169 -4.038
C -2.230 3.970 -0.496
C -2.724 5.193 -0.952
C -2.387 6.387 -0.330
C -1.541 6.378 0.769
C -1.034 5.173 1.236
C -1.374 3.983 0.608
H -5.216 1.477 1.415
H -3.992 2.755 1.371
H -3.500 1.056 1.293
H -6.434 2.520 -0.484
H -5.635 2.877 -2.018
H -5.242 3.819 -0.580
H -5.734 0.111 -0.522
H -4.035 -0.341 -0.739
H -4.943 0.324 -2.083
H -0.832 3.628 -3.004
H -0.565 3.942 -5.423
H -2.307 3.122 -6.982
H -4.310 1.984 -6.082
H -4.572 1.666 -3.675
H -3.376 5.217 -1.818
H -2.782 7.325 -0.702
H -1.275 7.308 1.258
H -0.370 5.159 2.092
H -0.973 3.043 0.969
C -4.817 -3.389 -2.136
C -3.506 -3.241 -2.920
C -2.898 -4.629 -3.158
C -3.796 -2.574 -4.271
C -2.578 -2.403 -2.142
C -1.897 -1.653 -1.463
H -5.529 -4.011 -2.688
H -5.264 -2.409 -1.961
H -4.627 -3.845 -1.164
H -3.583 -5.257 -3.736
H -2.694 -5.123 -2.207
H -1.958 -4.544 -3.705
H -4.504 -3.174 -4.852
H -2.876 -2.463 -4.846
H -4.217 -1.580 -4.118
O -4.466 -2.537 2.106
C -4.022 -2.305 3.370
C -4.883 -2.407 4.459
C -4.412 -2.207 5.746
C -3.072 -1.924 5.963
C -2.217 -1.834 4.875
C -2.671 -2.001 3.573
C -1.689 -1.792 2.445
O -2.129 -1.250 1.399
O -0.507 -2.145 2.634
H -5.419 -2.665 2.128
H -5.927 -2.646 4.289
H -5.098 -2.281 6.581
H -2.697 -1.766 6.965
H -1.169 -1.605 5.012
*
```

Output
Kohn-Sham gap: 7.03 eV
E: -8281.58806 a.u.
E_LUMO: 2.096 eV
ΔE to the lowest compared entry with this formula, charge and spin: 106.5 kJ/mol



No. 4
C2H8ClN2O | wB97M-V/def2-TZVPD

Structure (ORCA input):
```
! RIJCOSX wB97M-V def2-TZVPD def2/J DEFGRID3
* xyz 1 1
C 0.824 -1.290 0.428
C -0.896 -0.831 -0.451
N -1.064 0.370 -0.789
N 0.429 2.304 0.329
O -1.472 -1.941 -0.632
Cl 0.640 -2.927 1.075
H 1.249 -0.718 1.328
H 1.506 -1.372 -0.360
H -0.644 1.148 -0.137
H -1.873 0.674 -1.512
H 1.200 1.804 -0.196
H 0.434 3.242 0.050
H 0.574 2.182 1.264
H -0.905 -2.645 -0.397
*
```

Output
Kohn-Sham gap: 11.51 eV
E: -725.62652 a.u.
E_LUMO: -3.600 eV
ΔE to the lowest compared entry with this formula, charge and spin: 197.1 kJ/mol



No. 5
C16H28BrF2N2O3Si | wB97M-V/def2-TZVPD

Structure (ORCA input):
```
! RIJCOSX wB97M-V def2-TZVPD def2/J DEFGRID3
* xyz 1 1
C -4.150 -4.085 2.489
Si -3.741 -3.061 0.886
C -4.212 -4.248 -0.579
C -1.868 -2.677 0.980
C -1.329 -1.642 -0.127
C -0.079 -0.863 0.558
F -0.536 -0.003 1.618
F 0.746 -1.853 1.207
N 0.801 -0.170 -0.421
Br -0.180 0.980 -1.551
C 1.717 0.659 0.437
O 2.800 0.217 0.945
O 1.370 2.030 0.712
C -4.878 -1.520 0.958
C -5.457 -0.766 -0.276
C -6.399 0.444 -0.112
C -6.784 0.952 1.308
C -6.216 0.239 2.563
C -5.286 -0.994 2.384
H -3.731 -3.559 3.417
H -5.271 -4.281 2.528
H -3.599 -5.078 2.354
H -5.337 -4.478 -0.483
H -3.659 -5.226 -0.357
H -3.919 -3.835 -1.599
H -1.305 -3.664 0.858
H -1.642 -2.242 2.010
H -0.854 -2.234 -0.998
H -2.125 -0.911 -0.490
H 0.790 2.108 1.504
H -5.177 -1.163 -1.311
H -6.807 0.987 -1.037
H -7.471 1.844 1.457
H -6.514 0.661 3.589
H -4.927 -1.500 3.341
C 6.134 1.166 -1.171
C 5.018 2.019 -1.755
C 5.522 3.105 -2.712
O 6.102 4.174 -1.966
C 7.529 4.133 -1.889
N 4.326 2.718 -0.624
H 6.756 1.721 -0.466
H 5.717 0.312 -0.629
H 6.777 0.774 -1.962
H 4.279 1.381 -2.246
H 4.661 3.534 -3.236
H 6.196 2.708 -3.475
H 7.982 3.639 -2.752
H 7.830 3.627 -0.969
H 7.895 5.161 -1.841
H 4.148 2.120 0.191
H 3.438 3.131 -0.925
H 4.920 3.511 -0.336
*
```

Output
Kohn-Sham gap: 7.28 eV
E: -4024.52203 a.u.
E_LUMO: -3.141 eV



No. 6
C6H12 | wB97M-V/def2-TZVPD

Structure (ORCA input):
```
! RIJCOSX wB97M-V def2-TZVPD def2/J DEFGRID3
* xyz 0 1
C 0.040 1.148 0.952
C 0.095 0.130 0.020
C -0.499 0.386 -1.370
C -1.865 1.129 -1.368
C 0.605 -1.297 0.387
C 1.690 -1.379 1.361
H -0.221 2.143 0.618
H 0.368 1.119 1.998
H -0.902 -0.531 -1.807
H 0.192 1.005 -1.998
H -2.512 0.442 -0.707
H -2.273 1.168 -2.402
H -1.655 2.089 -0.951
H 0.720 -1.781 -0.581
H -0.127 -1.946 0.839
H 1.333 -1.297 2.427
H 2.559 -0.695 1.248
H 2.119 -2.418 1.432
*
```

Output
Kohn-Sham gap: 10.19 eV
E: -235.74850 a.u.
E_LUMO: 1.126 eV
ΔE to the lowest compared entry with this formula, charge and spin: 183.1 kJ/mol



No. 7
C7H12O | wB97M-V/def2-TZVPD

Structure (ORCA input):
```
! RIJCOSX wB97M-V def2-TZVPD def2/J DEFGRID3
* xyz 0 1
C 0.789 2.081 -0.108
C 0.048 0.812 0.178
C -1.497 0.823 -0.044
C -1.840 -0.674 0.244
C -0.627 -1.384 -0.164
C 0.548 -0.615 0.247
C 1.931 -1.186 -0.054
O 0.348 0.108 1.422
H 0.328 2.950 0.216
H 1.846 2.028 0.317
H 0.965 2.052 -1.212
H -1.549 0.984 -1.127
H -2.001 1.655 0.637
H -2.789 -0.875 -0.263
H -2.104 -0.916 1.253
H -0.496 -2.401 0.240
H -0.481 -1.520 -1.273
H 1.881 -1.274 -1.184
H 2.016 -2.200 0.436
H 2.685 -0.448 0.237
*
```

Output
Kohn-Sham gap: 10.22 eV
E: -349.10322 a.u.
E_LUMO: 0.969 eV
ΔE to the lowest compared entry with this formula, charge and spin: 119.3 kJ/mol



No. 8
C7H7ClN4 | wB97M-V/def2-TZVPD

Structure (ORCA input):
```
! RIJCOSX wB97M-V def2-TZVPD def2/J DEFGRID3
* xyz 0 1
C -2.908 0.776 1.217
C -1.807 0.005 1.084
C -2.136 1.252 -0.707
C -0.209 -0.139 -0.849
C 2.697 0.114 -0.131
C 0.605 -1.211 -0.205
C 2.072 -1.150 -0.661
N -3.100 1.547 0.086
N 1.222 1.949 -0.461
N 2.034 1.177 -0.245
N -1.276 0.293 -0.173
Cl 4.249 0.113 0.653
H -3.592 0.851 2.039
H -1.365 -0.703 1.755
H -1.963 1.673 -1.677
H 0.565 -1.243 0.891
H 0.168 -2.144 -0.584
H 2.111 -1.158 -1.754
H 2.633 -2.003 -0.279
*
```

Output
Kohn-Sham gap: 7.97 eV
E: -949.98697 a.u.
E_LUMO: -0.336 eV
ΔE to the lowest compared entry with this formula, charge and spin: 168.4 kJ/mol



No. 9
C3H8N2O | wB97M-V/def2-TZVPD

Structure (ORCA input):
```
! RIJCOSX wB97M-V def2-TZVPD def2/J DEFGRID3
* xyz 0 1
H 1.219 1.917 0.276
N 0.515 1.247 0.241
C 0.900 0.089 0.104
N 2.118 -0.359 -0.158
C -0.238 -0.928 -0.040
C -1.509 -0.541 0.351
O -1.820 0.605 -0.427
H 2.009 -1.333 -0.223
H 3.069 0.134 -0.103
H -0.431 -1.156 -1.150
H 0.248 -1.733 0.448
H -2.186 -1.348 -0.041
H -1.877 -0.445 1.440
H -0.838 1.184 -0.299
*
```

Output
Kohn-Sham gap: 9.43 eV
E: -303.78556 a.u.
E_LUMO: 0.631 eV
ΔE to the lowest compared entry with this formula, charge and spin: 279.8 kJ/mol



Which value of E does entry 2 give?
-1688.20464 a.u.



The highest E belongs to which entry?
C6H12



Which of these has the highest E?
C6H12



What is the E in the fourth record?
-725.62652 a.u.